No. 1
This record from the Open Molecules 2025 dataset describes a cluster of 2 separate species, H3PS2 in total in a non-equilibrium geometry. The level of theory is ωB97M-V/def2-TZVPD.

* HOMO energy: -8.90 eV
* LUMO level: -1.6 eV
* energy relative to the best compared isomer or geometry (same formula, charge and spin): 132.24 kJ/mol
* SMILES: P=S.S

The geometry in ORCA input format:
```
! wB97M-V def2-TZVPD RIJCOSX def2/J DEFGRID3
* xyz 0 1
P 1.733 0.944 0.381
S 3.003 0.143 -0.854
H 0.619 0.142 0.063
S -1.866 0.143 -0.127
H -2.610 -0.611 0.679
H -0.879 -0.762 -0.142
*
```

---

No. 2
This record from the Open Molecules 2025 dataset describes a cluster of 20 separate species, H40O20 in total in a non-equilibrium geometry. The level of theory is ωB97M-V/def2-TZVPD.

* HOMO energy: -10.33 eV
* LUMO level: -0.1 eV
* energy relative to the best compared isomer or geometry (same formula, charge and spin): 93.25 kJ/mol

The geometry in ORCA input format:
```
! wB97M-V def2-TZVPD RIJCOSX def2/J DEFGRID3
* xyz 0 1
O -0.098 2.762 -1.167
H -0.484 2.091 -0.520
H 0.756 2.393 -1.383
O 0.899 -2.626 1.982
H 0.130 -2.506 1.395
H 0.494 -2.946 2.802
O 0.142 5.406 0.438
H 0.238 4.600 -0.120
H -0.022 4.991 1.287
O -1.626 -2.748 0.194
H -2.339 -3.310 0.505
H -1.605 -2.822 -0.764
O -4.380 -3.942 0.536
H -4.628 -3.325 1.280
H -4.719 -3.541 -0.267
O 3.124 5.132 1.610
H 3.324 5.425 0.721
H 2.510 5.814 1.923
O -1.584 2.284 -3.344
H -0.866 2.620 -2.831
H -2.226 2.975 -3.471
O 0.473 0.415 2.789
H 0.583 -0.463 2.504
H 0.507 0.952 1.934
O -0.409 0.562 0.368
H -1.326 0.246 0.563
H 0.010 -0.190 -0.096
O -4.415 -2.152 -1.649
H -3.663 -2.548 -2.149
H -4.976 -1.684 -2.266
O 2.321 1.943 1.136
H 2.841 2.570 1.617
H 2.874 1.163 1.089
O 3.256 -2.147 0.587
H 4.061 -2.404 1.051
H 2.567 -2.260 1.287
O -3.662 0.868 -1.415
H -3.681 -0.064 -1.806
H -3.003 1.321 -1.975
O -0.919 -0.499 -2.658
H 0.005 -0.480 -2.900
H -1.202 0.435 -2.737
O -2.930 0.447 1.285
H -3.431 0.875 0.612
H -3.194 -0.477 1.227
O 3.355 0.194 3.409
H 2.439 -0.066 3.185
H 3.237 0.753 4.157
O 2.124 -1.345 -1.996
H 2.649 -1.619 -1.195
H 2.388 -1.807 -2.773
O 4.345 -2.511 3.391
H 4.212 -1.515 3.389
H 4.393 -2.743 4.339
O 2.162 1.575 -2.127
H 2.828 1.770 -1.486
H 2.288 0.725 -2.526
O -2.351 -2.920 -2.737
H -1.680 -2.178 -2.733
H -2.118 -3.471 -3.499
*
```

---

No. 3
This record from the Open Molecules 2025 dataset describes a cluster of 20 separate species, H41O20 in total in a non-equilibrium geometry. The level of theory is ωB97M-V/def2-TZVPD.

* HOMO energy: -12.89 eV
* LUMO level: -2.9 eV
* energy relative to the best compared isomer or geometry (same formula, charge and spin): 390.36 kJ/mol

The geometry in ORCA input format:
```
! wB97M-V def2-TZVPD RIJCOSX def2/J DEFGRID3
* xyz 1 1
O 2.065 0.663 0.671
H 1.698 3.353 -1.325
O 1.909 -2.957 -3.734
H 1.172 -3.228 -4.260
H 2.486 -2.597 -4.421
O -2.455 -0.790 3.710
H -2.020 -0.354 4.452
H -3.139 -0.173 3.429
O 1.370 0.941 -2.112
H 0.928 1.175 -1.281
H 0.655 1.239 -2.705
O 1.709 -1.606 -1.470
H -1.646 -1.183 1.122
H 1.770 -0.604 -1.710
O -1.051 -0.432 1.064
H -4.346 -4.010 0.735
H -1.312 0.193 1.745
O -4.611 -3.558 -0.078
H -4.414 -2.669 0.360
H 2.677 0.703 2.625
O -0.115 1.866 -4.270
H 0.444 1.516 -4.962
H -1.019 1.591 -4.432
O 4.067 3.521 -1.289
H 4.466 4.157 -0.687
H 1.010 -2.345 -1.641
O -4.057 -1.141 0.114
H -4.719 -0.488 0.369
H -4.165 -1.167 -0.840
O -0.879 2.662 1.208
H -0.359 3.261 1.741
H 1.556 0.036 1.208
O 0.303 4.398 2.933
H 0.618 4.697 3.778
H 1.092 4.069 2.485
O -2.586 -3.995 3.480
H -1.905 -4.135 2.813
H -2.243 -3.297 4.039
O 1.021 4.000 -1.518
H 1.398 1.359 0.619
H 0.663 3.692 -2.356
O 4.035 -0.929 -1.750
H -1.609 2.342 1.730
H 4.727 -1.038 -2.390
O -1.678 -0.300 -3.245
H -1.517 -0.983 -3.900
H -2.556 -0.248 -2.856
O 1.065 -4.396 2.178
H 0.878 -4.149 1.259
H 1.495 -3.542 2.355
O 3.533 1.138 2.633
H 4.411 -0.469 -0.991
H 3.410 1.458 3.544
O -2.847 2.780 3.379
H -3.099 2.479 4.265
H -2.932 3.721 3.587
O -0.632 -2.125 -1.860
H -1.160 -1.381 -2.247
H -1.011 -2.876 -1.401
H 2.496 -2.127 -1.660
H 3.546 4.037 -1.911
*
```

---

No. 4
This record from the Open Molecules 2025 dataset describes a cluster of 20 separate species, H41O20 in total in a non-equilibrium geometry. The level of theory is ωB97M-V/def2-TZVPD.

* HOMO energy: -13.04 eV
* LUMO level: -2.7 eV
* energy relative to the best compared isomer or geometry (same formula, charge and spin): 245.43 kJ/mol

The geometry in ORCA input format:
```
! wB97M-V def2-TZVPD RIJCOSX def2/J DEFGRID3
* xyz 1 1
O 1.034 1.016 -0.853
H 0.923 -0.532 -1.230
O -0.974 -0.051 -4.187
H -1.019 0.577 -4.915
H -1.754 0.187 -3.693
O -0.137 2.348 0.938
H -0.941 1.806 0.829
H 0.215 1.749 1.634
O 1.324 -4.210 -0.136
H 1.981 -4.619 0.422
H 1.732 -4.044 -0.952
O -1.066 -1.541 -0.159
H 1.442 -1.930 -1.846
H -0.986 -2.097 0.627
O 0.665 -1.391 -1.645
H 2.865 -0.798 -3.519
H -0.144 -2.021 -1.271
O 2.800 0.067 -3.929
H 2.773 -0.177 -4.854
H -3.526 0.481 3.946
O -3.770 -0.480 -2.612
H -4.068 -0.320 -3.499
H -3.344 -1.324 -2.451
O -0.220 0.189 2.574
H 0.338 -0.162 1.894
H -1.990 -1.310 -0.362
O 2.208 1.231 3.131
H 1.621 1.986 3.182
H 2.023 0.677 3.884
O 2.566 2.872 -2.916
H 2.626 3.301 -3.772
H 0.599 1.486 -0.050
O -3.926 1.228 -0.582
H -3.715 1.125 0.351
H -4.116 0.328 -0.904
O -3.709 -1.977 -0.196
H -3.805 -2.200 0.740
H -4.593 -1.665 -0.415
O 3.236 -3.052 -2.056
H 3.928 -2.539 -1.627
H 3.590 -3.906 -2.300
O 1.015 1.324 5.520
H 2.856 1.966 -3.084
H 1.690 1.982 5.431
O -0.247 4.235 2.984
H -0.173 5.102 2.578
H -0.551 3.665 2.266
O 2.907 -0.425 0.627
H 2.588 0.442 0.312
H 3.853 -0.256 0.520
O -3.563 -0.287 3.361
H 0.239 1.622 5.994
H -2.874 0.002 2.744
O -1.313 1.835 -2.204
H -2.190 1.462 -2.012
H -1.170 2.251 -1.354
O 0.827 -2.213 2.251
H 1.692 -1.965 1.879
H 1.147 -2.480 3.124
H 0.604 1.429 -1.628
H -0.024 0.001 3.471
*
```

---

No. 5
This record from the Open Molecules 2025 dataset describes a cluster of 21 separate species, H42O21 in total in a non-equilibrium geometry. The level of theory is ωB97M-V/def2-TZVPD.

* HOMO energy: -9.98 eV
* LUMO level: -0.1 eV
* energy relative to the best compared isomer or geometry (same formula, charge and spin): 705.10 kJ/mol

The geometry in ORCA input format:
```
! wB97M-V def2-TZVPD RIJCOSX def2/J DEFGRID3
* xyz 0 1
O -2.008 0.344 2.292
H -1.501 -0.499 2.332
H -2.039 0.691 3.188
O -0.665 3.653 -3.863
H -1.570 3.296 -3.734
H -0.580 4.266 -3.123
O -2.563 2.371 -2.448
H -3.286 2.847 -2.037
H -2.223 1.697 -1.833
O 1.706 4.457 1.049
H 2.152 3.623 1.195
H 2.170 5.209 0.686
O -1.109 -2.037 1.440
H -1.019 -1.817 0.505
H -0.390 -2.580 1.773
O 3.979 -1.395 -2.531
H 3.728 -0.507 -2.279
H 4.279 -1.905 -1.776
O 1.990 -1.202 3.807
H 1.510 -1.817 3.234
H 2.045 -1.796 4.569
O 0.748 -3.774 0.403
H 0.366 -3.174 -0.269
H 0.828 -4.665 0.052
O 0.115 4.665 -1.309
H 0.873 4.100 -1.173
H 0.317 5.548 -0.997
O 1.108 1.184 3.786
H 1.748 0.475 4.044
H 0.883 1.542 4.653
O 0.194 -0.531 -0.614
H -0.307 -0.682 -1.417
H 0.825 0.182 -0.534
O 2.119 2.287 -0.716
H 2.387 3.104 -1.153
H 2.300 1.580 -1.360
O -2.567 0.094 -1.080
H -3.025 -0.701 -0.745
H -2.014 0.238 -0.288
O -1.308 -2.674 -1.268
H -0.981 -3.171 -2.025
H -2.264 -2.515 -1.196
O 2.817 0.446 0.664
H 2.140 1.123 0.742
H 2.344 -0.370 0.877
O 0.248 1.290 -2.895
H 0.739 2.003 -2.487
H 0.045 1.470 -3.813
O -3.456 -3.551 1.741
H -4.075 -3.021 2.259
H -2.805 -2.871 1.479
O -0.955 3.230 1.838
H -1.504 2.488 1.584
H -0.914 4.087 1.422
O -3.925 -2.299 -0.610
H -4.472 -2.355 0.179
H -3.480 -3.158 -0.639
O 2.697 -3.566 2.314
H 2.124 -4.255 2.656
H 2.473 -3.388 1.389
O 0.813 -2.823 -2.636
H 0.480 -1.939 -2.443
H 1.714 -2.550 -2.857
*
```

---

No. 6
This record from the Open Molecules 2025 dataset describes a cluster of 21 separate species, H42O21 in total in a non-equilibrium geometry. The level of theory is ωB97M-V/def2-TZVPD.

* HOMO energy: -10.37 eV
* LUMO level: -0.4 eV
* energy relative to the best compared isomer or geometry (same formula, charge and spin): 739.56 kJ/mol

The geometry in ORCA input format:
```
! wB97M-V def2-TZVPD RIJCOSX def2/J DEFGRID3
* xyz 0 1
O 4.305 2.250 -1.145
H 4.408 1.325 -0.907
H 3.809 2.245 -1.967
O -1.534 1.237 -0.133
H -2.218 1.767 0.284
H -0.849 1.675 -0.641
O -0.086 2.630 -3.528
H -0.711 3.186 -3.048
H -0.627 1.964 -3.941
O -1.331 -3.132 1.040
H -1.140 -2.195 1.168
H -2.289 -3.127 1.152
O 0.543 -2.646 -2.555
H 0.632 -3.599 -2.604
H 1.203 -2.206 -2.013
O -3.559 -2.548 -1.267
H -3.251 -1.676 -1.015
H -2.891 -3.076 -1.704
O -2.330 3.903 -1.928
H -2.423 3.783 -0.981
H -3.121 3.639 -2.395
O 3.659 -2.796 1.157
H 4.539 -2.425 1.057
H 3.046 -2.062 1.234
O 2.728 -2.659 3.758
H 2.635 -1.859 3.245
H 2.471 -3.410 3.216
O 1.120 -4.481 1.262
H 1.283 -3.527 1.249
H 1.530 -4.617 0.395
O -1.184 3.508 1.346
H -1.112 2.631 1.753
H -1.376 4.212 1.967
O 2.285 4.617 0.128
H 2.336 5.012 -0.757
H 2.959 3.951 -0.088
O -0.004 -1.236 -0.121
H -0.422 -1.280 -0.984
H 0.362 -0.366 0.068
O -2.403 1.307 -2.690
H -2.249 0.394 -2.960
H -2.478 1.301 -1.719
O 0.060 1.005 1.951
H 0.686 1.287 2.621
H -0.327 0.189 2.278
O -0.569 -1.453 -4.720
H 0.169 -1.840 -4.227
H -0.314 -0.844 -5.412
O -1.873 -3.784 3.427
H -2.575 -4.169 2.895
H -1.117 -3.932 2.809
O -0.869 0.993 4.359
H -0.159 0.932 5.004
H -1.681 0.671 4.760
O 2.555 0.561 -2.446
H 1.728 1.079 -2.467
H 2.001 -0.238 -2.436
O 3.494 0.571 1.235
H 2.663 1.053 1.386
H 3.910 1.375 0.873
O -4.505 1.808 0.964
H -5.248 1.209 0.867
H -4.293 1.915 1.894
*
```